No. 1
30
Properties=species:S:1:pos:R:3:forces:R:3 method="wB97M-V/def2-TZVPD" gap_ev=7.96 max_force_ev_per_a=3.80 spin_multiplicity=1 e_above_lowest_kcal_mol=0.0 lumo_energy_ha=-0.096 homo_ev=-10.57 charge=0 molar_mass_g_mol=301.21 total_energy_ha=-2824.010232
Cu -4.546 0.134 0.970 1.32 -0.65 0.48
Cl -2.262 -1.268 1.965 -2.89 -1.90 1.55
O -1.052 -1.849 2.409 0.79 0.46 -0.11
O -2.140 -0.482 0.780 0.68 1.86 -1.65
O -3.235 -2.283 1.651 -0.23 -0.82 -0.46
O -2.911 -0.471 2.992 0.47 1.07 0.11
C 1.189 1.882 0.461 -0.05 -0.38 1.36
C 1.218 0.752 1.527 -0.63 0.63 -0.71
C 0.706 1.101 2.946 0.24 -0.45 -0.09
C -0.285 2.166 3.013 -0.04 0.53 0.00
N -1.052 3.022 3.069 0.11 -0.26 -0.08
H 1.948 2.630 0.687 -0.06 0.16 -0.12
H 0.198 2.330 0.534 0.08 0.24 -0.47
H 1.377 1.468 -0.526 -0.08 0.04 -0.09
H 2.236 0.377 1.594 -0.15 -0.44 0.09
H 0.502 0.007 1.177 0.48 -0.40 -0.14
H 1.541 1.304 3.616 -0.13 0.31 0.08
H 0.201 0.213 3.334 0.15 -0.03 0.12
C 1.462 -0.072 -3.371 -0.54 0.40 0.01
C 1.192 -1.418 -2.677 -0.03 0.59 -0.42
C -0.112 -1.419 -1.888 0.53 -0.11 1.54
C -1.349 -1.258 -2.633 0.25 0.15 -0.11
N -2.298 -1.056 -3.245 -0.19 -0.07 -0.03
H 1.284 -0.158 -4.442 0.32 0.13 -0.05
H 2.445 0.339 -3.149 0.18 -0.30 -0.30
H 0.778 0.714 -3.034 -0.14 -0.18 0.10
H 2.015 -1.596 -1.987 -0.15 -0.37 0.07
H 1.167 -2.196 -3.440 0.16 -0.20 0.20
H -0.056 -0.636 -1.123 -0.20 0.36 -0.37
H -0.160 -2.277 -1.210 -0.27 -0.38 -0.52

No. 2
28
Properties=species:S:1:pos:R:3:forces:R:3 method="wB97M-V/def2-TZVPD" gap_ev=8.21 max_force_ev_per_a=3.65 spin_multiplicity=1 lumo_energy_ha=-0.146 homo_ev=-12.18 charge=+1 molar_mass_g_mol=296.89 total_energy_ha=-1080.295688
C -1.103 2.001 -3.092 -0.57 -0.23 -0.89
Zr -1.755 0.864 -1.291 2.52 -1.03 2.44
N -2.799 0.547 1.006 -0.35 0.18 0.44
N -1.555 2.971 -0.259 -0.10 0.51 -0.06
H -2.100 0.587 1.761 -0.25 0.21 -0.46
H -2.678 -0.659 -0.889 -0.72 -0.14 -1.30
H -0.610 1.287 -3.781 -0.08 0.08 0.29
H -0.403 2.848 -2.999 -0.24 -0.22 0.15
H -1.963 2.357 -3.693 0.18 0.13 0.12
H -0.793 2.941 0.434 -0.48 -0.13 -0.30
H -2.383 3.364 0.190 0.27 0.09 0.02
H -1.262 3.640 -0.979 -0.15 -0.17 0.27
H -3.546 1.202 1.239 0.12 -0.09 0.24
H -3.230 -0.380 1.095 0.22 0.40 -0.26
Cl 3.896 -3.995 2.641 0.05 -0.15 0.09
C 2.954 -2.882 1.753 -0.19 0.98 -0.89
C 2.708 -1.604 2.275 -0.13 0.21 -0.14
C 1.923 -0.701 1.563 0.11 -0.48 0.12
C 1.404 -1.080 0.321 -0.25 0.03 -0.19
C 1.737 -2.301 -0.269 0.21 -0.34 0.26
C 2.524 -3.198 0.452 -0.01 -0.05 0.03
C 0.365 -0.264 -0.296 -0.66 0.09 -0.31
O -0.138 0.753 0.318 0.07 -0.54 -1.31
O -0.196 -0.595 -1.433 0.35 1.01 1.05
H 3.141 -1.299 3.221 -0.09 -0.20 -0.03
H 1.685 0.283 1.962 0.11 -0.29 -0.02
H 1.354 -2.538 -1.269 0.23 0.01 0.53
H 2.823 -4.149 0.019 -0.16 0.15 0.10

No. 3
82
Properties=species:S:1:pos:R:3:forces:R:3 method="wB97M-V/def2-TZVPD" gap_ev=3.79 max_force_ev_per_a=5.67 spin_multiplicity=1 lumo_energy_ha=-0.004 homo_ev=-3.89 charge=-3 molar_mass_g_mol=1253.63 total_energy_ha=-7852.438977
Li -9.102 14.429 -12.698 -0.39 -0.35 0.15
C -10.368 6.550 -22.932 1.70 0.07 -0.44
F -11.279 6.921 -23.799 -0.68 -0.18 0.59
F -9.589 7.637 -22.687 -0.47 -0.79 0.27
F -10.870 6.100 -21.773 -0.01 0.35 -0.85
S -9.281 5.199 -23.773 3.75 -0.61 0.13
O -8.418 4.567 -22.744 -1.76 1.94 -1.50
O -10.136 4.305 -24.508 -0.29 0.64 0.76
N -8.210 6.161 -24.856 -1.69 -1.90 2.11
S -8.910 5.959 -26.257 -1.60 -0.57 -0.91
O -8.762 4.667 -26.890 0.23 0.45 0.02
O -10.233 6.554 -26.245 0.34 0.02 -0.86
C -7.921 7.039 -27.372 0.16 -2.47 -0.66
F -8.346 6.926 -28.695 0.97 -0.28 1.60
F -8.102 8.268 -27.057 0.73 2.11 0.44
F -6.605 6.616 -27.253 -1.30 1.24 -0.78
C -1.105 4.859 -7.232 -3.24 0.11 -0.01
F -0.855 3.664 -7.731 0.35 -0.19 -0.16
F -0.831 4.829 -5.924 0.67 0.48 -0.34
F -0.448 5.782 -7.911 0.73 0.02 0.45
S -3.046 5.303 -7.395 0.71 2.77 -2.30
O -3.666 4.947 -6.146 0.79 -0.24 -0.40
O -3.152 6.707 -7.815 0.96 -1.60 1.06
N -3.438 4.459 -8.804 3.36 1.56 2.06
S -4.569 3.590 -8.317 -5.28 -1.55 1.39
O -4.308 2.508 -7.373 0.04 0.51 -1.02
O -5.742 4.441 -8.020 1.02 -1.73 -0.48
C -4.941 2.739 -9.905 -2.49 0.21 0.83
F -6.194 2.126 -9.765 1.65 0.32 -0.16
F -5.084 3.600 -10.904 0.40 -0.17 -0.25
F -4.042 1.826 -10.172 0.36 -0.53 -0.56
C -12.211 12.090 -8.415 0.81 -1.42 -2.07
F -12.906 11.195 -7.705 0.84 1.36 0.48
F -13.037 12.478 -9.416 0.90 1.02 1.45
F -11.677 13.137 -7.715 -1.52 -1.23 -0.52
S -10.668 11.117 -9.253 2.60 3.33 -0.13
O -9.428 11.897 -8.901 -2.98 -1.22 -1.03
O -10.757 9.789 -8.744 -0.13 0.09 -0.09
N -10.915 11.357 -10.989 0.40 0.32 3.30
S -11.887 10.156 -11.268 -2.29 -4.23 -0.24
O -11.141 8.871 -11.314 -1.74 2.53 -0.90
O -13.150 10.115 -10.456 2.62 0.39 -2.18
C -12.520 10.602 -13.091 -0.84 -1.02 -0.35
F -13.170 11.780 -13.173 1.23 0.22 0.29
F -11.517 10.542 -14.033 -1.08 0.39 1.24
F -13.494 9.726 -13.461 1.41 0.03 0.52
C -20.391 7.489 -18.787 -1.01 -0.38 -0.09
F -19.430 8.273 -19.263 -0.65 -0.28 0.56
F -20.019 6.931 -17.610 -0.20 0.86 -0.77
F -21.548 8.252 -18.556 2.02 -1.16 -0.43
S -20.780 5.984 -19.937 -0.16 -0.68 0.52
O -19.566 5.103 -19.907 -3.13 2.49 -0.24
O -21.990 5.466 -19.291 1.33 0.72 -1.17
N -21.224 6.812 -21.458 0.94 -1.82 3.08
S -19.967 6.463 -22.336 3.73 -0.98 -2.71
O -18.665 6.962 -21.806 -2.60 -0.26 -1.35
O -19.901 5.092 -22.892 -0.52 2.12 0.71
C -20.382 7.521 -23.974 -0.73 -0.97 1.26
F -21.597 7.126 -24.494 1.29 0.01 0.17
F -20.461 8.796 -23.747 -0.96 2.10 1.35
F -19.427 7.482 -24.875 0.55 -1.73 -0.89
O -11.016 17.425 -10.584 0.25 -0.15 -0.25
H -10.695 17.686 -9.720 0.09 0.00 0.26
H -11.839 17.902 -10.688 -0.25 0.05 -0.08
O -10.158 16.045 -16.107 0.18 -0.07 0.41
H -9.562 16.384 -16.775 0.18 0.03 -0.19
H -11.033 16.229 -16.451 -0.29 -0.04 -0.06
O -3.390 13.084 -9.385 0.16 0.00 -0.13
H -3.482 13.998 -9.652 0.04 0.22 -0.05
H -4.196 12.891 -8.905 -0.20 -0.22 0.19
O -7.765 13.852 -3.552 0.16 0.22 0.17
H -8.588 13.469 -3.248 -0.18 -0.15 0.08
H -7.812 13.793 -4.507 0.02 -0.09 -0.26
O -12.411 4.906 -7.104 -0.28 -0.14 0.08
H -12.108 5.771 -6.828 0.07 0.27 -0.01
H -11.623 4.362 -7.094 0.22 -0.13 -0.08
O -6.065 9.192 -12.063 0.21 -0.01 -0.11
H -5.881 10.129 -11.993 0.11 0.16 0.11
H -6.980 9.148 -12.342 -0.33 -0.18 0.01
O -9.786 6.208 -3.503 -0.21 0.11 0.24
H -9.539 5.287 -3.593 0.09 -0.23 -0.04
H -9.368 6.642 -4.246 0.15 0.13 -0.22

No. 4
27
Properties=species:S:1:pos:R:3:forces:R:3 method="wB97M-V/def2-TZVPD" gap_ev=7.70 max_force_ev_per_a=6.44 spin_multiplicity=1 e_above_lowest_kcal_mol=169.3 lumo_energy_ha=-0.038 homo_ev=-8.73 charge=0 molar_mass_g_mol=197.20 total_energy_ha=-742.565346
C -0.038 2.315 -1.532 0.37 2.36 -0.99
C -0.926 1.085 -1.656 -0.21 3.68 -5.14
C -0.695 0.276 -0.511 -3.43 -1.36 2.84
C -1.444 -0.996 -0.407 0.96 -3.04 -0.51
C -1.303 -1.762 1.011 -1.18 4.09 1.26
C 0.156 -1.551 1.625 0.43 -1.06 0.38
C 1.134 -1.076 0.467 -2.46 0.07 -0.58
C 2.454 -0.860 1.099 3.25 -0.49 4.14
H -1.434 4.190 -0.889 2.64 -4.35 2.35
H -0.067 2.991 -2.589 -0.28 -1.53 3.17
H 1.145 2.110 -1.436 -2.93 0.50 0.32
H -0.519 0.706 -2.552 0.49 -1.60 -1.30
H -1.935 1.540 -2.104 1.47 -1.47 2.07
H -1.148 0.836 0.249 -1.06 1.09 1.66
H -0.984 -1.667 -1.197 -0.92 0.31 0.52
H -2.463 -0.734 -0.676 -0.25 -0.61 0.11
H -2.096 -1.043 1.742 2.14 -2.60 -1.84
H -1.594 -2.820 0.992 -0.12 0.57 -0.07
H 0.661 -2.530 1.911 -1.15 0.89 0.03
H 0.161 -0.903 2.608 0.07 -0.98 -2.38
H 1.188 -1.913 -0.349 0.14 1.47 1.60
H 0.906 1.112 0.272 0.02 -2.58 -0.45
N 0.628 0.177 -0.184 5.53 0.67 1.37
O -0.688 2.934 -0.270 -0.74 4.80 -4.23
F 3.117 -1.969 1.702 -2.03 0.11 -1.21
F 2.325 -0.070 2.269 -0.20 -0.04 -1.97
F 3.461 -0.378 0.404 -0.57 1.07 -1.12

No. 5
32
Properties=species:S:1:pos:R:3:forces:R:3 method="wB97M-V/def2-TZVPD" gap_ev=4.46 max_force_ev_per_a=12.00 spin_multiplicity=1 e_above_lowest_kcal_mol=37.3 lumo_energy_ha=0.070 homo_ev=-2.56 charge=-1 molar_mass_g_mol=277.20 total_energy_ha=-1320.818590
Li 7.640 48.876 30.767 -0.45 -0.42 0.53
S 6.314 49.697 33.497 -3.17 -1.87 2.38
O 6.055 48.844 34.687 1.19 -0.30 -0.36
O 7.149 50.811 33.818 2.28 2.33 0.19
O 6.956 48.901 32.411 1.24 -1.00 -1.67
O 4.997 50.119 33.045 -1.06 0.89 -1.49
C 9.617 46.824 31.378 0.77 -9.37 -3.39
O 8.610 47.054 30.529 -0.13 5.49 -0.97
H 9.584 45.671 31.743 0.08 2.76 -0.17
H 9.730 47.442 32.045 0.09 6.25 7.71
H 10.514 46.888 30.882 2.60 -0.15 -1.65
H 8.258 46.262 30.415 -3.16 -4.87 -1.27
C 6.569 49.461 28.004 1.10 -3.44 -1.06
O 6.821 48.278 28.861 0.03 0.10 0.00
H 5.632 49.237 27.407 0.49 1.30 1.33
H 7.373 49.395 27.165 -0.92 0.93 1.62
H 6.712 50.179 28.833 -0.73 0.70 -1.62
H 6.516 47.406 28.563 -0.03 0.85 -0.29
C 10.496 49.903 29.239 4.30 -0.18 -2.50
C 11.836 50.045 28.657 -1.42 3.02 0.75
C 12.371 51.343 28.599 -4.22 -0.41 2.42
C 11.585 52.438 29.227 1.94 -2.45 -1.70
C 10.352 52.177 29.785 -1.00 2.88 0.38
C 9.753 50.915 29.697 0.34 1.15 2.30
O 8.659 50.611 30.462 3.98 -8.69 -7.26
O 13.583 51.568 28.127 1.45 -0.71 -0.57
H 10.278 48.906 29.252 -1.59 -2.38 0.47
H 12.465 49.268 28.278 -0.22 -0.76 -0.03
H 12.195 53.337 29.145 -0.96 0.54 0.70
H 9.757 53.034 30.316 1.25 -1.70 -1.04
H 8.303 51.187 30.939 -4.46 8.25 6.65
H 13.610 52.461 27.837 0.41 1.25 -0.39

No. 6
25
Properties=species:S:1:pos:R:3:forces:R:3 method="wB97M-V/def2-TZVPD" gap_ev="6.49 / 4.83" max_force_ev_per_a=2.75 spin_multiplicity=5 e_above_lowest_kcal_mol=0.0 lumo_energy_ha="0.002 / -0.004" homo_ev="-6.44 / -4.93" charge=0 molar_mass_g_mol=212.11 total_energy_ha=-1880.643794 s2=6.222
C 1.746 0.138 -0.852 0.11 -1.60 -0.41
C 2.338 -0.678 0.188 -0.87 0.30 -0.36
C 1.782 -1.989 0.108 0.26 0.08 -0.76
C 0.966 -2.081 -1.061 0.00 0.66 0.27
C 0.902 -0.773 -1.682 0.63 0.22 1.21
Mn -0.591 0.474 -0.379 0.88 -0.73 -0.01
P -1.169 2.698 -0.444 0.05 -1.67 -0.16
H 2.082 1.137 -1.173 -0.19 -0.64 0.25
H 3.125 -0.369 0.909 -0.90 -0.10 -0.56
H 2.016 -2.834 0.789 -0.18 0.75 -0.61
H 0.502 -0.525 -2.679 0.30 -0.24 0.55
H 0.518 -3.019 -1.454 0.22 0.94 0.40
H -1.597 2.784 -1.851 0.19 1.18 1.43
H -0.013 3.568 -0.179 -1.45 0.28 -0.32
H -2.257 2.797 0.552 1.03 0.84 -1.28
C -2.200 -0.556 3.574 0.26 -0.12 0.55
C -2.429 -0.313 2.124 1.74 0.39 -1.39
C -3.820 -0.086 1.643 -0.62 0.13 -0.41
O -1.455 -0.218 1.341 -1.91 -0.55 1.90
H -3.129 -0.590 4.145 0.11 -0.01 -0.11
H -1.572 0.254 3.971 -0.08 -0.18 -0.13
H -1.648 -1.491 3.737 -0.05 0.20 -0.16
H -3.881 0.915 1.188 0.06 -0.31 0.05
H -4.092 -0.811 0.862 0.22 0.19 0.12
H -4.563 -0.149 2.439 0.17 -0.01 -0.05

No. 7
23
Properties=species:S:1:pos:R:3:forces:R:3 method="wB97M-V/def2-TZVPD" gap_ev=10.08 max_force_ev_per_a=4.58 spin_multiplicity=1 e_above_lowest_kcal_mol=46.5 lumo_energy_ha=-0.165 homo_ev=-14.57 charge=+1 molar_mass_g_mol=124.21 total_energy_ha=-367.605841
C 2.052 1.816 0.569 2.46 -0.72 0.75
C 2.322 0.569 0.248 -4.27 -1.57 -0.56
C 1.250 -0.611 0.037 -0.52 2.55 0.59
C 1.858 -1.910 -0.120 3.03 -0.06 -0.13
N -0.068 -0.541 -0.002 3.94 -1.13 0.94
C -1.253 -1.353 -0.104 -0.69 -1.86 0.65
C -1.295 0.140 -0.074 -0.19 2.04 0.00
C -1.382 0.793 -1.483 -0.42 -2.86 0.37
C -1.921 0.726 1.254 -0.21 -0.37 0.42
H 2.904 2.449 0.830 -0.47 0.12 -0.40
H 1.133 2.031 0.948 -2.70 1.26 0.31
H 3.290 0.243 0.206 2.24 -1.03 -0.60
H 1.214 -2.646 -0.417 -1.90 -1.70 -1.25
H 2.752 -1.866 -0.820 -1.11 0.01 0.81
H 2.232 -2.338 0.811 0.33 0.54 0.37
H -1.588 -1.953 0.766 0.66 1.06 0.22
H -1.478 -2.073 -0.900 0.55 1.13 -0.81
H -0.840 1.684 -1.608 0.09 1.57 0.24
H -2.442 0.764 -1.677 -0.31 0.89 -0.60
H -0.903 0.091 -2.230 -0.60 0.49 0.89
H -1.839 1.818 1.609 0.78 -1.62 -1.05
H -1.630 0.001 2.171 -1.06 1.68 -2.23
H -2.987 0.698 0.921 0.38 -0.43 1.08

No. 8
23
Properties=species:S:1:pos:R:3:forces:R:3 method="wB97M-V/def2-TZVPD" gap_ev="5.19 / 7.04" max_force_ev_per_a=12.23 spin_multiplicity=3 e_above_lowest_kcal_mol=94.4 lumo_energy_ha="-0.101 / -0.245" homo_ev="-7.94 / -13.71" charge=+1 molar_mass_g_mol=124.21 total_energy_ha=-367.388955 s2=2.006
C 0.996 -0.553 -0.009 -12.20 0.88 -0.25
C 2.222 -0.547 -0.010 7.59 -1.18 -0.61
C -1.132 -1.915 -0.697 -0.62 -1.41 -3.01
C -0.983 -1.898 0.712 -1.75 -0.22 4.24
C -0.541 -0.724 -0.100 6.08 0.85 1.93
C 3.625 -0.266 -0.134 -0.24 0.16 -1.23
C -1.206 1.207 1.367 2.66 3.67 0.40
C -0.598 1.370 -1.160 -1.65 2.91 1.19
N -1.280 0.640 0.007 0.00 -1.32 -1.18
H -0.441 -2.573 -1.200 -0.07 0.15 -0.56
H -2.125 -1.859 -1.156 0.25 0.00 0.25
H -1.973 -1.771 1.316 1.97 -0.21 -0.87
H -0.159 -2.447 1.217 -1.03 0.28 -0.39
H 3.941 0.746 -0.440 -0.33 0.09 0.22
H 4.098 -0.968 -0.852 -0.13 0.13 0.37
H 4.070 -0.484 0.809 0.56 -0.26 0.98
H -1.763 0.815 2.176 -1.67 -1.00 -0.11
H -0.170 1.019 1.824 -0.96 0.64 -1.36
H -1.418 2.374 1.304 0.57 -2.53 0.15
H 0.518 1.426 -1.007 -1.63 -0.01 -0.26
H -0.994 0.967 -2.073 0.55 -1.10 -0.38
H -1.172 2.346 -1.201 1.38 -0.39 0.37
H -2.282 0.551 -0.257 0.67 -0.14 0.13

Please write out number 6 again, unchanged.
25
Properties=species:S:1:pos:R:3:forces:R:3 method="wB97M-V/def2-TZVPD" gap_ev="6.49 / 4.83" max_force_ev_per_a=2.75 spin_multiplicity=5 e_above_lowest_kcal_mol=0.0 lumo_energy_ha="0.002 / -0.004" homo_ev="-6.44 / -4.93" charge=0 molar_mass_g_mol=212.11 total_energy_ha=-1880.643794 s2=6.222
C 1.746 0.138 -0.852 0.11 -1.60 -0.41
C 2.338 -0.678 0.188 -0.87 0.30 -0.36
C 1.782 -1.989 0.108 0.26 0.08 -0.76
C 0.966 -2.081 -1.061 0.00 0.66 0.27
C 0.902 -0.773 -1.682 0.63 0.22 1.21
Mn -0.591 0.474 -0.379 0.88 -0.73 -0.01
P -1.169 2.698 -0.444 0.05 -1.67 -0.16
H 2.082 1.137 -1.173 -0.19 -0.64 0.25
H 3.125 -0.369 0.909 -0.90 -0.10 -0.56
H 2.016 -2.834 0.789 -0.18 0.75 -0.61
H 0.502 -0.525 -2.679 0.30 -0.24 0.55
H 0.518 -3.019 -1.454 0.22 0.94 0.40
H -1.597 2.784 -1.851 0.19 1.18 1.43
H -0.013 3.568 -0.179 -1.45 0.28 -0.32
H -2.257 2.797 0.552 1.03 0.84 -1.28
C -2.200 -0.556 3.574 0.26 -0.12 0.55
C -2.429 -0.313 2.124 1.74 0.39 -1.39
C -3.820 -0.086 1.643 -0.62 0.13 -0.41
O -1.455 -0.218 1.341 -1.91 -0.55 1.90
H -3.129 -0.590 4.145 0.11 -0.01 -0.11
H -1.572 0.254 3.971 -0.08 -0.18 -0.13
H -1.648 -1.491 3.737 -0.05 0.20 -0.16
H -3.881 0.915 1.188 0.06 -0.31 0.05
H -4.092 -0.811 0.862 0.22 0.19 0.12
H -4.563 -0.149 2.439 0.17 -0.01 -0.05